1.
The following is a quantum chemistry calculation of an isolated molecule of C22H28N4O2S, from the Open Molecules 2025 dataset.

```
57
Properties=species:S:1:pos:R:3
N -0.60 -2.79 2.97
H -4.81 -4.70 2.66
C 0.60 -0.83 2.02
H -6.32 -2.56 1.89
C 1.93 2.61 -1.78
C 0.67 -2.07 2.93
H 1.59 0.52 -2.22
O 2.88 1.37 1.98
H 0.98 -1.77 3.94
C 2.21 0.76 -0.23
C 0.93 4.03 -5.74
C -0.44 -4.23 3.13
H -1.16 -2.34 1.35
H 2.38 -1.30 -0.78
C 2.60 1.69 0.83
H -2.45 -2.13 -1.30
C 1.30 5.04 -4.67
C -4.57 -2.21 0.54
S 0.17 -1.73 -1.85
H 2.94 3.66 1.18
C 2.06 5.33 -2.31
N 2.65 3.01 0.46
H 2.15 5.63 -5.01
H 1.34 -0.11 2.36
H -0.39 -0.37 2.11
H -1.42 -4.70 3.06
N -1.20 -2.08 0.36
C 1.59 3.10 -3.05
C -0.05 -1.64 -0.21
C 2.40 4.87 -1.06
C 1.89 1.22 -1.46
C -4.62 -3.93 1.94
C -5.35 -2.85 1.53
H -4.83 -1.32 0.00
H -2.48 -2.72 3.85
C -3.43 -2.94 0.41
H 0.47 5.74 -4.53
H 1.44 -2.74 2.53
H 2.11 6.38 -2.52
H -1.85 -3.72 -0.79
H 1.74 3.34 -5.93
N 0.88 -1.12 0.63
C -2.22 -2.75 -0.43
C 2.33 3.51 -0.77
C -1.50 -2.25 3.97
O -3.46 -3.99 1.27
H -1.15 -2.42 4.99
H -1.62 -1.18 3.81
H 1.28 2.39 -3.79
C 2.17 -0.71 0.12
C 1.65 4.45 -3.33
H 0.71 4.55 -6.67
H 0.04 3.46 -5.46
H 0.19 -4.61 2.33
H 2.92 -0.91 0.89
H 2.71 5.56 -0.29
H 0.01 -4.50 4.10
```

The net charge is 0. The SMILES is CCc1ccc2[nH]c(=O)c(CN(CCN(C)C)C(=S)NCc3ccco3)cc2c1. The calculation puts the orbital gap at 8.083 eV. Its energy above the lowest of the compared OMol25 structures with the same formula, charge and spin is 112.46 kJ/mol. The calculation puts the highest occupied orbital energy at -7.69 eV. As for the strongest force on any atom: 1.0 eV Å⁻¹. The value obtained for the LUMO energy is 0.014 hartree.


2.
The following is a quantum chemistry calculation of an isolated molecule of C22H28N4O3 at a distorted geometry, from the Open Molecules 2025 dataset.

```
57
Properties=species:S:1:pos:R:3
H 0.91 2.61 1.46
H -3.00 2.58 0.37
C 3.89 -1.62 -0.26
C -2.38 -0.53 1.50
H -2.09 -4.58 0.70
C -3.54 -5.83 -0.31
H -3.38 -6.68 0.34
H -3.77 -1.47 -1.95
H -0.83 4.30 1.08
H 1.42 -1.20 -1.03
H -1.55 2.65 -1.38
C -0.35 5.02 -0.63
H -2.94 -5.94 -1.21
C -2.61 -1.86 1.19
O -3.38 -3.47 -0.47
H 0.37 1.40 -2.40
N -0.95 2.40 0.59
O -0.45 5.14 0.76
H 0.26 5.87 -0.96
H -2.41 -2.61 1.94
H -1.34 5.11 -1.10
H -3.35 0.90 -1.40
N 5.48 -3.02 0.43
C 3.30 -0.35 -0.50
H 0.50 3.77 -2.15
C -2.30 1.92 0.90
H 5.85 1.54 0.72
C -0.62 2.49 -0.83
O 4.42 -3.66 -0.06
H -0.24 1.64 2.38
H -0.69 0.39 -1.39
C 4.05 0.73 -0.13
C 0.13 1.85 1.38
N 1.20 0.87 -0.57
C -3.13 0.13 -0.67
H 1.64 0.31 1.39
C 0.29 3.71 -1.08
C -3.11 -2.20 -0.06
C 1.95 -0.24 -1.13
H 1.24 3.57 -0.56
H -3.76 -4.42 1.32
C -3.15 -4.55 0.41
H 2.09 -0.05 -2.20
C -3.37 -1.19 -0.98
C 5.20 -1.73 0.33
H -2.44 2.09 1.98
C -2.61 0.48 0.58
H 6.91 -0.67 1.14
H -4.59 -5.78 -0.60
H 3.63 1.72 -0.28
H -2.00 -0.28 2.48
N 3.46 -2.84 -0.48
C 0.04 1.21 -1.37
C 0.77 0.59 0.79
C 5.33 0.62 0.46
H 0.06 -0.26 0.81
C 5.93 -0.58 0.69
```

The net charge is 0. The SMILES is CCOc1ccc(CN2CCN(Cc3cccc4nonc34)C[C@@H]2CCO)cc1. The calculation puts the orbital gap at 7.818 eV. Its energy above the lowest of the compared OMol25 structures with the same formula, charge and spin is 567.92 kJ/mol. The calculation puts the highest occupied orbital energy at -8.26 eV. As for the strongest force on any atom: 1.5 eV Å⁻¹. The value obtained for the LUMO energy is -0.016 hartree.


3.
The following is a quantum chemistry calculation of an isolated molecule of C22H28N4O5, from the Open Molecules 2025 dataset.

```
59
Properties=species:S:1:pos:R:3
H 3.28 1.14 -3.14
H 4.91 -0.74 -2.82
H -3.85 -0.65 1.26
C 1.44 -2.21 2.20
H 0.06 1.13 -4.03
H -2.05 -1.00 -3.43
H 1.91 -3.20 2.19
C 2.54 -1.15 2.40
H -2.35 2.17 -1.96
C 3.44 -0.63 0.22
H -2.19 0.04 4.23
C 4.26 -0.43 -2.02
H 2.10 -0.15 2.42
H -0.57 2.22 -2.07
C 4.31 -1.05 -0.79
C -1.43 1.71 -1.59
C -1.20 -1.61 -0.42
H -0.47 -0.15 -5.15
H 0.74 -2.14 3.04
H -2.40 0.71 -3.75
H -2.25 -1.36 -0.36
H 4.98 -1.87 -0.59
O 3.56 -1.26 1.42
C -4.37 0.13 0.70
C -1.33 1.90 -0.10
H -2.77 1.61 4.87
O -3.29 1.18 2.90
H 1.14 -2.19 0.09
H 0.09 0.10 -0.62
O -1.26 -1.45 1.99
O 1.31 -2.04 -1.76
H 0.62 2.77 -0.20
C -0.17 2.44 0.45
H -3.92 0.28 4.57
H -1.10 -2.60 -0.88
C -3.01 0.76 4.22
C -0.62 -1.68 0.98
H -4.96 -0.32 -0.10
C -2.23 1.56 2.11
C 2.58 0.43 -0.07
O -3.47 1.00 0.06
H -0.93 2.11 3.71
H 1.89 0.82 0.66
N 2.54 1.03 -1.25
C -1.67 0.02 -3.33
C -0.50 -0.54 -1.29
H 1.31 -1.23 -4.04
C 3.36 0.61 -2.20
H -5.04 0.67 1.38
N -1.49 0.30 -1.93
C 0.53 -1.19 -2.20
H 3.04 -1.34 3.35
H 0.87 2.91 2.26
N 0.57 -0.83 -3.48
C -2.37 1.47 0.72
N 0.69 -2.02 0.99
C -1.05 2.06 2.64
C -0.34 0.11 -4.09
C -0.03 2.51 1.82
```

The net charge is 0. The SMILES is COc1cccc(CN2CCNC(=O)[C@@H]2CC(=O)NCCOc2cccnc2)c1OC. The calculation puts the orbital gap at 8.644 eV. Its energy above the lowest of the compared OMol25 structures with the same formula, charge and spin is 156.95 kJ/mol. The calculation puts the highest occupied orbital energy at -7.91 eV. As for the strongest force on any atom: 0.7 eV Å⁻¹. The value obtained for the LUMO energy is 0.027 hartree.


4.
The following is a quantum chemistry calculation of an isolated molecule of C22H28N6O3 at a distorted geometry, from the Open Molecules 2025 dataset.

```
59
Properties=species:S:1:pos:R:3
C 1.23 1.78 -1.20
N -1.70 0.36 -0.05
H -2.56 -3.47 4.48
C -0.95 -2.31 2.35
H -3.57 -4.89 4.88
N -1.25 -4.84 2.35
C 0.45 5.61 -4.37
O -1.60 -5.15 5.20
O -2.98 -1.06 1.14
H 3.98 3.35 -2.06
C -1.31 4.05 -5.21
H -3.31 -4.52 2.37
C -1.04 -3.65 1.59
H 3.56 -0.16 -0.70
C 1.50 3.65 -2.71
H -2.77 -6.11 2.94
H -0.98 3.81 -6.22
C -0.14 4.35 -4.34
C 0.40 3.38 -3.51
H -2.59 2.02 -0.90
H -1.88 -2.10 2.88
H 3.57 2.72 0.34
H 2.91 5.16 -2.10
H -1.98 4.90 -5.27
H -1.87 3.19 -4.83
C -2.63 -4.57 4.42
H 0.77 -4.97 2.81
N 2.03 2.66 -1.86
N -0.10 1.76 -1.22
H -0.17 -3.73 4.74
H -1.86 -3.57 0.87
C 3.87 1.97 -0.39
C 3.15 0.65 -0.08
H -0.22 -6.40 3.22
C 2.07 4.92 -2.74
C -1.87 -0.67 0.85
C -0.19 -5.30 3.22
C 3.46 2.43 -1.79
H 0.40 -5.32 5.31
H 2.00 6.87 -3.59
C 0.60 -0.88 1.13
C -0.44 0.77 -0.37
C 0.68 0.17 0.18
H -3.68 0.94 0.03
H 3.74 1.66 -2.52
H 0.05 6.38 -5.01
H -0.10 -2.31 3.03
C -2.85 0.99 -0.67
N -0.73 -1.22 1.41
N 1.76 0.84 -0.38
C -2.56 -5.03 2.96
O 1.53 -1.46 1.68
C -0.33 -4.82 4.67
C 1.55 5.89 -3.57
H 3.25 0.36 0.96
H -3.12 0.46 -1.58
H 4.95 1.83 -0.34
H -0.05 2.40 -3.47
H -0.10 -3.78 1.03
```

The net charge is 0. The SMILES is Cc1cccc(N2CCCn3c2nc2c3c(=O)n(CCN3CCOCC3)c(=O)n2C)c1. The calculation puts the orbital gap at 8.138 eV. Its energy above the lowest of the compared OMol25 structures with the same formula, charge and spin is 130.66 kJ/mol. The calculation puts the highest occupied orbital energy at -7.59 eV. As for the strongest force on any atom: 1.5 eV Å⁻¹. The value obtained for the LUMO energy is 0.020 hartree.